Entry 1:
15
Properties=species:S:1:pos:R:3:forces:R:3:mulliken_charge:R:1 method="wB97M-V/def2-TZVPD" orbital_gap_ha="0.3080 / 0.3080" e_homo_ha="-0.31840 / -0.31841"
C 0.923 -0.181 -1.724 -1.28 0.65 1.16 -0.32
C 1.140 0.354 0.526 2.31 0.49 -1.62 -0.96
C 1.858 -0.072 -0.589 -2.32 0.65 2.16 0.14
C -0.327 0.226 -1.377 1.33 0.98 1.06 -0.42
C -0.303 0.606 0.168 1.33 -3.09 -1.32 1.59
C -0.775 -0.659 0.948 -2.97 -0.15 0.40 -0.09
O -0.871 1.737 0.636 1.92 1.05 -0.24 -0.58
O -1.632 -0.221 1.903 -0.50 -1.61 1.25 -0.44
S -0.678 -2.261 0.717 0.71 -0.19 -0.38 -0.27
Cl 3.514 -0.523 -0.652 -0.44 0.01 0.00 -0.18
Cl -1.670 0.577 -2.426 0.61 -0.47 0.76 -0.19
H 1.174 -0.575 -2.658 0.48 -0.34 -1.31 0.50
H 1.453 0.446 1.573 0.11 0.02 -0.65 0.44
H -1.781 1.592 0.565 -2.47 0.12 0.09 0.39
H -2.025 -1.046 2.389 1.18 1.90 -1.35 0.38


Entry 2:
13
Properties=species:S:1:pos:R:3:forces:R:3:mulliken_charge:R:1 method="wB97M-V/def2-TZVPD" orbital_gap_ha=0.3127 e_homo_ha=-0.34075 relative_energy_kj_mol=289.59
C -0.304 -0.125 0.666 -0.46 -0.28 1.15 -0.13
C 0.760 -0.279 1.499 0.31 -0.34 0.57 -0.59
C -0.308 0.094 -0.747 3.40 -0.19 0.69 -0.64
C 0.832 0.202 -1.430 0.32 -1.92 2.79 -0.74
C 2.085 -0.483 0.924 -1.26 0.79 -3.79 0.51
C 2.058 -0.256 -0.711 -2.33 0.73 2.48 1.28
N 3.190 -0.706 -1.481 0.98 -1.32 -0.79 -0.33
N 3.252 0.429 -1.120 1.77 1.44 -0.32 -0.33
O 3.125 -0.692 1.467 0.57 -0.24 0.50 -0.54
H -1.355 -0.065 0.935 0.33 -0.03 1.34 0.30
H 0.862 -0.301 2.610 -1.10 -0.03 -0.92 0.34
H -1.193 0.381 -1.124 -2.96 0.83 -1.56 0.45
H 0.842 0.556 -2.396 0.41 0.56 -2.13 0.42


Entry 3:
14
Properties=species:S:1:pos:R:3:forces:R:3:mulliken_charge:R:1 method="wB97M-V/def2-TZVPD" orbital_gap_ha=0.2905 e_homo_ha=-0.33697 relative_energy_kj_mol=247.55
C 3.546 -0.414 -0.240 -1.22 -0.01 0.12 0.05
C -3.091 -0.542 -0.262 -1.28 0.28 0.06 0.18
C 0.395 1.271 0.225 -1.32 2.53 1.26 -0.23
C -0.771 0.678 0.506 -1.32 4.23 -1.03 -0.08
C 2.169 -0.130 -0.453 -1.31 -0.82 -1.92 0.29
C -2.026 -1.228 0.328 2.98 1.19 0.66 -0.03
N 4.658 -0.620 -0.297 2.14 -0.43 0.12 -0.33
N -4.055 -0.037 -0.621 -0.34 0.38 -0.45 -0.35
N 1.560 0.666 0.296 2.96 -0.31 -0.08 -0.31
N -0.905 -0.630 0.636 -1.81 -3.40 -0.09 -0.45
H 0.460 2.433 0.334 -0.18 -2.23 -0.67 0.27
H -1.603 1.461 0.507 0.51 -1.63 0.20 0.29
H 1.786 -0.639 -1.434 0.22 1.11 1.67 0.28
H -2.122 -2.271 0.476 -0.02 -0.89 0.15 0.42


Entry 4:
18
Properties=species:S:1:pos:R:3:forces:R:3:mulliken_charge:R:1 method="wB97M-V/def2-TZVPD" orbital_gap_ha=0.3154 e_homo_ha=-0.36322 relative_energy_kj_mol=0.00
O -2.234 -1.705 -1.361 0.28 1.82 1.77 -0.50
O 4.242 0.290 1.564 -1.60 -2.42 0.37 -0.54
O 3.850 -1.903 1.917 -0.95 3.50 -0.84 -0.53
N 0.270 -1.508 0.067 2.13 -2.50 1.08 -0.42
N -3.120 0.336 -1.601 -0.70 4.19 0.44 -0.50
S 1.257 0.778 0.534 0.69 1.94 0.06 -0.16
C -2.249 -0.528 -1.011 1.47 -3.92 -2.21 0.43
C 0.012 -0.280 -0.028 -1.38 1.26 0.72 0.55
C -2.698 1.534 -1.299 -2.06 0.26 -1.77 -0.08
C 1.533 -1.670 0.655 -1.06 -2.38 -1.52 -0.55
C 2.256 -0.569 0.908 -1.50 -1.17 0.30 0.32
N -1.271 0.194 -0.325 2.13 1.09 0.97 0.15
N 3.503 -0.738 1.538 3.40 0.24 0.38 0.86
C -1.527 1.650 -0.388 0.21 -0.44 -0.53 -0.45
H -3.199 2.437 -1.735 0.40 -0.94 0.54 0.37
H 1.957 -2.691 0.797 -0.67 1.03 -0.07 0.40
H -1.912 2.053 0.577 0.62 -0.15 -0.43 0.25
H -0.670 2.321 -0.811 -1.42 -1.41 0.74 0.40


Entry 5:
19
Properties=species:S:1:pos:R:3:forces:R:3:mulliken_charge:R:1 method="wB97M-V/def2-TZVPD" orbital_gap_ha=0.2502 e_homo_ha=-0.33186
C -0.560 -0.902 -0.033 0.39 3.12 0.87 0.87
C 0.043 0.341 -0.010 -3.60 0.11 0.20 0.39
C -1.974 -1.111 0.042 1.43 -0.12 0.13 -0.07
C 1.637 -1.173 -0.066 1.01 -1.13 -0.44 0.02
C -2.022 1.058 1.256 -0.52 -1.36 4.24 0.60
C 2.516 1.041 -0.209 2.78 1.35 1.71 -0.88
N 0.431 -1.829 -0.096 0.95 0.65 -0.05 -0.04
N 1.378 0.220 -0.148 -0.79 -1.01 0.40 0.07
N -1.367 1.824 0.297 3.14 -0.35 -0.86 -0.36
N -2.681 0.050 0.440 -1.65 1.30 0.48 -0.25
O -2.436 -2.156 -0.273 -1.46 -1.00 -0.18 -0.51
O 2.754 -1.642 -0.009 -0.40 0.11 -0.13 -0.61
O -2.168 1.256 2.452 0.53 -0.52 -2.81 -0.53
O -1.876 0.693 -1.928 -0.51 0.37 -1.50 -0.44
S -2.579 1.305 -0.833 0.90 -1.10 -0.65 0.54
H 2.973 1.122 -1.192 0.02 -0.81 -0.23 0.30
H 2.276 2.094 -0.032 -0.21 -0.30 0.66 0.41
H 3.336 0.615 0.572 -1.99 1.22 -1.92 0.28
H 0.318 -2.808 -0.229 -0.02 -0.55 0.06 0.20


Entry 6:
11
Properties=species:S:1:pos:R:3:forces:R:3:mulliken_charge:R:1 method="wB97M-V/def2-TZVPD" orbital_gap_ha=0.3304 e_homo_ha=-0.33389 relative_energy_kj_mol=543.21
C 1.028 0.137 0.492 -1.17 0.22 1.03 -0.04
C 1.701 -0.929 -0.530 -0.40 0.47 -0.35 -0.73
C 1.275 0.200 -1.050 0.47 -0.39 0.10 0.15
C 0.270 1.042 -0.480 0.16 0.29 -0.42 -0.15
C -0.696 0.261 0.277 0.64 -0.22 0.20 -0.18
C -1.242 -1.074 -0.107 0.24 -0.31 -0.34 0.03
O -0.882 -1.716 -1.061 -0.50 0.25 0.19 -0.43
H 1.583 0.579 1.316 -0.34 0.04 -0.18 0.33
H 0.338 2.115 -0.367 0.00 0.01 -0.34 0.34
H -1.391 0.856 0.895 0.77 -0.39 0.17 0.35
H -1.985 -1.472 0.615 0.12 0.02 -0.05 0.34